The following is a DFT calculation (the ωB97M-V functional and the def2-TZVPD basis) of a molecular structure, C37H37BaBrN4O2S.

## Properties
Highest occupied orbital energy ... -7.52 eV
LUMO level ... -0.5 eV
Gap between HOMO and LUMO ... 7.07 eV

```
! RIJCOSX wB97M-V def2-TZVPD def2/J DEFGRID3
* xyz 0 1
Ba -1.28 0.55 -0.79
C 0.28 3.86 -0.27
C 0.79 3.41 -1.62
C 1.41 4.28 -2.50
C 1.90 3.78 -3.69
C 1.70 2.44 -4.00
C 0.98 1.65 -3.13
N 0.59 2.13 -1.93
C 0.60 0.21 -3.49
C 0.61 -0.20 -4.81
C 0.28 -1.50 -5.11
C -0.08 -2.37 -4.09
C -0.11 -1.91 -2.79
N 0.24 -0.63 -2.50
C -0.54 -2.80 -1.63
C -0.74 -4.15 -1.81
C -1.17 -4.92 -0.74
C -1.36 -4.31 0.48
C -1.11 -2.95 0.60
C -1.29 -2.28 1.93
N -0.71 -2.20 -0.43
H 0.79 4.75 0.08
H 0.43 3.07 0.47
H -0.79 4.09 -0.35
H 1.52 5.33 -2.24
H 2.43 4.43 -4.37
H 2.10 2.03 -4.92
H 0.83 0.51 -5.60
H 0.27 -1.84 -6.13
H -0.36 -3.39 -4.32
H -0.55 -4.62 -2.77
H -1.34 -5.98 -0.86
H -1.70 -4.87 1.34
H -0.90 -2.91 2.73
H -2.35 -2.12 2.14
H -0.78 -1.32 1.98
C 3.43 2.91 0.49
C 2.89 1.55 0.88
C 3.19 0.47 0.04
C 3.83 0.73 -1.31
C 2.87 -0.82 0.44
C 3.25 -2.01 -0.42
C 2.19 -1.04 1.66
C 1.90 -2.47 2.05
C 1.80 0.05 2.44
C 1.00 -0.10 3.72
C 2.15 1.36 2.05
C 1.68 2.50 2.92
H 2.92 3.34 -0.37
H 4.48 2.83 0.20
H 3.38 3.64 1.29
H 4.93 0.74 -1.26
H 3.53 1.70 -1.70
H 3.55 -0.02 -2.04
H 2.43 -2.34 -1.06
H 3.53 -2.87 0.19
H 4.10 -1.79 -1.06
H 2.82 -3.01 2.30
H 1.44 -3.02 1.22
H 1.24 -2.55 2.91
H 0.78 -1.13 3.98
H 0.04 0.43 3.64
H 1.52 0.34 4.57
H 2.04 2.40 3.94
H 0.59 2.53 2.97
H 2.00 3.48 2.56
Br -5.08 -2.79 0.68
C -5.17 -1.39 1.97
C -6.11 -1.60 2.97
C -6.25 -0.69 4.01
C -5.43 0.43 4.05
C -4.49 0.62 3.05
C -4.35 -0.26 1.98
C -3.31 0.08 0.94
O -3.38 -0.42 -0.22
O -2.38 0.88 1.31
H -6.72 -2.49 2.93
H -6.98 -0.87 4.79
H -5.52 1.14 4.86
H -3.84 1.49 3.07
S -2.39 1.57 -3.49
C -2.38 3.11 -2.76
N -2.33 4.12 -2.20
*
```

The following is a DFT calculation (the ωB97M-V functional and the def2-TZVPD basis) of a single C6H6 molecule.

## Properties
Highest occupied orbital energy ... -9.04 eV
LUMO level ... 1.0 eV
Gap between HOMO and LUMO ... 10.06 eV
Structure (SMILES) ... c1ccccc1
Energy above the lowest of the compared OMol25 structures with the same formula, charge and spin ... 77.6 kJ/mol

```
! RIJCOSX wB97M-V def2-TZVPD def2/J DEFGRID3
* xyz 0 1
C -0.93 -0.60 -0.83
C -1.32 0.01 0.35
C -0.35 0.29 1.31
C 1.00 0.32 0.95
C 1.32 0.18 -0.41
C 0.37 -0.37 -1.26
H -1.64 -1.17 -1.43
H -2.34 0.39 0.41
H -0.67 0.41 2.34
H 1.77 0.49 1.70
H 2.27 0.52 -0.81
H 0.54 -0.47 -2.32
*
```

The following is a DFT calculation (the ωB97M-V functional and the def2-TZVPD basis) of 2 unconnected molecules or ions with the total composition C5H12N2O2.

## Properties
<S²> ... 0.78
Highest occupied orbital energy (spin up / spin down) ... -13.73 / -13.73 eV
LUMO level (spin up / spin down) ... -3.8 / -8.5 eV
Gap between HOMO and LUMO (spin up / spin down) ... 9.95 / 5.22 eV
Energy above the lowest of the compared OMol25 structures with the same formula, charge and spin ... 162.2 kJ/mol

```
! RIJCOSX wB97M-V def2-TZVPD def2/J DEFGRID3
* xyz 1 2
O 0.68 -1.85 2.08
C 1.13 -0.79 1.76
C 1.42 -0.36 0.34
C 1.31 1.14 0.07
C -0.12 1.65 0.32
N -2.34 -0.12 -1.91
C -2.01 0.56 -0.90
N -0.94 1.43 -0.86
H 1.40 -0.05 2.55
H 2.43 -0.71 0.17
H 0.76 -0.93 -0.32
H 1.60 1.25 -0.98
H 2.02 1.69 0.68
H -0.58 1.21 1.20
H -0.08 2.75 0.40
H -1.77 -0.14 -2.75
H -2.55 0.51 0.05
H -0.48 1.67 -1.74
H -1.05 -3.10 0.60
H 0.04 -2.77 -0.41
O -0.88 -3.04 -0.35
*
```

The following is a DFT calculation (the ωB97M-V functional and the def2-TZVPD basis) of a molecular structure, C41H47BaNO6SSb.

## Properties
Highest occupied orbital energy ... -8.99 eV
LUMO level ... -1.6 eV
Gap between HOMO and LUMO ... 7.35 eV

```
! RIJCOSX wB97M-V def2-TZVPD def2/J DEFGRID3
* xyz 1 1
Ba -0.76 1.38 -0.86
C -3.40 3.54 -0.12
C -2.26 4.42 0.38
O -1.06 3.98 -0.22
C 0.09 4.51 0.41
C 1.31 4.15 -0.43
O 1.46 2.75 -0.59
C 2.55 2.15 0.06
C 2.40 2.07 1.58
O 1.20 1.40 1.85
C 0.91 1.20 3.21
C 0.15 2.39 3.83
O -1.05 2.69 3.15
C -2.24 2.18 3.72
C -2.47 0.68 3.50
O -2.43 0.29 2.14
C -3.65 0.20 1.47
C -4.18 1.54 0.94
O -3.15 2.19 0.23
H -3.47 3.61 -1.21
H -4.34 3.89 0.33
H -2.17 4.34 1.47
H -2.46 5.46 0.10
H 0.16 4.11 1.42
H 0.01 5.61 0.46
H 2.20 4.60 0.00
H 1.15 4.55 -1.44
H 3.49 2.65 -0.20
H 2.58 1.13 -0.32
H 2.41 3.08 2.02
H 3.26 1.52 1.99
H 1.83 1.03 3.78
H 0.30 0.30 3.23
H 0.77 3.29 3.75
H -0.03 2.19 4.89
H -3.04 2.75 3.24
H -2.26 2.39 4.80
H -3.43 0.40 3.95
H -1.68 0.11 4.00
H -4.41 -0.26 2.11
H -3.45 -0.45 0.61
H -4.53 2.17 1.77
H -5.04 1.34 0.28
C -2.89 -2.37 -3.30
C -3.28 -1.81 -4.50
C -3.22 -0.44 -4.64
C -2.78 0.35 -3.57
N -2.39 -0.21 -2.42
C -2.44 -1.52 -2.30
C -2.70 1.81 -3.73
C -3.61 2.43 -4.59
C -3.53 3.79 -4.85
C -2.51 4.52 -4.26
C -1.64 3.90 -3.37
C -1.71 2.54 -3.05
H -2.91 -3.44 -3.14
H -3.61 -2.43 -5.33
H -3.48 0.02 -5.58
H -2.10 -1.92 -1.34
H -4.41 1.86 -5.05
H -4.24 4.26 -5.51
H -2.40 5.57 -4.49
H -0.88 4.51 -2.91
S 0.30 -1.45 0.52
Sb 1.98 -2.95 0.38
C 3.97 -2.21 0.72
C 4.24 -1.46 1.85
C 5.54 -1.05 2.11
C 6.56 -1.38 1.24
C 6.29 -2.11 0.10
C 4.99 -2.54 -0.16
C 1.56 -4.31 1.98
C 1.51 -3.73 3.24
C 1.00 -4.42 4.31
C 0.51 -5.71 4.13
C 0.59 -6.31 2.89
C 1.11 -5.61 1.81
C 2.07 -3.70 -1.63
C 1.62 -4.95 -2.00
C 1.59 -5.31 -3.34
C 2.01 -4.41 -4.30
C 2.45 -3.15 -3.93
C 2.48 -2.79 -2.59
H 3.44 -1.19 2.52
H 5.76 -0.48 3.01
H 7.58 -1.07 1.45
H 7.08 -2.37 -0.59
H 4.78 -3.12 -1.05
H 1.87 -2.71 3.37
H 0.96 -3.96 5.29
H 0.07 -6.24 4.96
H 0.23 -7.32 2.75
H 1.16 -6.09 0.84
H 1.28 -5.66 -1.25
H 1.24 -6.28 -3.62
H 1.97 -4.68 -5.35
H 2.78 -2.44 -4.68
H 2.82 -1.81 -2.30
*
```

The following is a DFT calculation (the ωB97M-V functional and the def2-TZVPD basis) of a gas-phase ion, C2H7N2O2 (charge +1).

## Properties
Highest occupied orbital energy ... -15.11 eV
LUMO level ... -4.1 eV
Gap between HOMO and LUMO ... 11.00 eV
Structure (SMILES) ... NC/C(O)=[NH+]\O
Energy above the lowest of the compared OMol25 structures with the same formula, charge and spin ... 329.6 kJ/mol

```
! RIJCOSX wB97M-V def2-TZVPD def2/J DEFGRID3
* xyz 1 1
C -0.87 -0.06 -0.04
C 0.30 -1.09 -0.15
N -0.65 1.24 0.06
N 1.52 -0.39 0.12
O 0.46 2.02 -0.07
O -2.09 -0.54 0.07
H 0.31 -1.52 -1.17
H 0.04 -2.00 0.61
H -1.45 1.79 0.13
H 1.92 -0.67 0.99
H 1.05 1.34 0.11
H 2.26 -0.27 -0.64
H -2.79 0.17 -0.02
*
```